Record 1
Entry from the OMol25 dataset: C25H36BrN7O2PRu as an isolated structure (ωB97M-V/def2-TZVPD).

Values from the calculation:
E_LUMO (alpha / beta): -0.32133 / -0.41110 hartree
E: -122920.752 eV
energy above the lowest of the compared OMol25 structures with the same formula, charge and spin: 0.0 kJ/mol
frontier orbital gap (alpha / beta): 7.3 / 4.8 eV
2S+1: 5
<S²>: 6.041
net charge: +3

Cartesian coordinates (Å):
1 Ru 1.5984 -0.1992 -0.1891
2 Br 0.9183 -2.0162 2.2272
3 P 0.1772 -1.7016 -1.3387
4 O 1.4237 1.7103 -1.0483
5 O 0.5705 2.3085 -3.3369
6 N -0.0792 0.6095 0.8285
7 N 3.0659 0.4314 1.3468
8 N -0.6447 1.5668 -0.0376
9 N -1.2477 -2.0122 -3.6155
10 N -2.1772 -2.9999 -1.5928
11 N 3.2594 -0.6816 -1.4252
12 N -0.2392 -4.0140 -2.6634
13 C -0.6981 4.2252 -3.7695
14 C -0.3921 -1.0346 -2.9843
15 C -1.3982 5.5414 -1.8954
16 C -1.3433 5.3246 -3.2843
17 C 4.3720 -1.4584 -0.7810
18 C 5.0601 -0.6648 0.3144
19 C -3.6810 1.5232 6.1234
20 C -0.5555 -3.2756 -3.8852
21 C -0.8109 4.6306 -0.9845
22 C -0.0875 3.3138 -2.8545
23 C 0.4217 2.4924 -0.4700
24 C -1.8753 -0.0603 4.7247
25 C -0.3568 -0.7275 2.8300
26 C -1.7596 1.3387 4.6950
27 C 0.7912 -3.3698 -1.8728
28 C -1.4682 -4.2433 -1.9010
29 C -2.6576 2.1220 5.3947
30 C -0.9726 -0.9448 4.0177
31 C -1.4631 -2.1840 -0.6295
32 C -0.6761 0.3457 1.9385
33 C 4.2428 -0.4568 1.5758
34 C -0.1758 3.5094 -1.4292
35 C -3.7881 0.1388 6.1828
36 C -2.4578 -2.2823 -2.8348
37 C -2.8776 -0.6519 5.5074
38 H 3.8672 -1.4094 1.9518
39 H 0.8392 3.0334 0.3930
40 H -2.1261 -4.8725 -2.4996
41 H -1.2078 -3.8958 -4.4990
42 H -1.3101 -2.7399 0.2977
43 H 5.0920 -1.7226 -1.5558
44 H -0.9346 -0.1032 -2.8063
45 H 0.3592 -3.0803 -4.4470
46 H -2.5478 3.1977 5.4035
47 H -0.8670 4.8486 0.0757
48 H -2.9646 -1.3424 -2.6105
49 H 5.4130 0.2944 -0.0804
50 H -0.6020 4.0201 -4.8277
51 H 1.7066 -3.2751 -2.4638
52 H 5.9616 -1.2122 0.5945
53 H -2.0340 -1.2804 -0.4008
54 H -1.7997 6.0379 -3.9565
55 H 2.9900 -1.1598 -2.2814
56 H 3.9465 -2.3851 -0.3906
57 H 3.4063 1.3570 1.0849
58 H -1.2334 -4.7723 -0.9767
59 H -0.9167 1.8072 4.2006
60 H -1.8950 6.4230 -1.5118
61 H -1.5507 0.9307 2.2219
62 H 0.4711 -0.8173 -3.6194
63 H -2.9463 -1.7306 5.5716
64 H -3.1225 -2.8963 -3.4418
65 H -4.3780 2.1399 6.6747
66 H -4.5684 -0.3214 6.7727
67 H 1.0106 1.8397 -2.5466
68 H 3.6434 0.2147 -1.7316
69 H -1.4162 2.0519 0.4184
70 H -0.7806 -1.8975 4.5036
71 H 2.5856 0.5593 2.2350
72 H 1.0206 -3.9719 -0.9904
73 H 4.8706 -0.0228 2.3546



Record 2
Entry from the OMol25 dataset: C25H36BrN8NiO2 as an isolated structure (ωB97M-V/def2-TZVPD).

Values from the calculation:
E_LUMO (alpha / beta): -0.10199 / -0.10217 hartree
E: -153605.782 eV
energy above the lowest of the compared OMol25 structures with the same formula, charge and spin: 0.0 kJ/mol
frontier orbital gap (alpha / beta): 7.7 / 7.7 eV
2S+1: 3
<S²>: 2.005
net charge: +1

Cartesian coordinates (Å):
1 Br 0.3351 0.2970 -2.5118
2 Ni -0.2374 -0.0196 0.0261
3 O -0.1525 -2.0370 3.7698
4 O -0.0380 -0.1633 1.9890
5 N -0.3039 -4.3227 -1.4762
6 N 0.9298 -4.2989 0.6044
7 N 2.2325 -0.0210 1.3719
8 N 1.8445 -0.0091 0.1087
9 N -1.4829 -4.2649 0.6383
10 N -0.2590 -2.2809 -0.1249
11 N -2.3448 0.2099 -0.0325
12 N -0.1819 2.1591 0.2114
13 C -0.2783 -2.8737 -1.4936
14 C 1.6927 -0.4872 3.6850
15 C -1.4577 -2.8200 0.5884
16 C 2.6390 -0.1921 -0.8786
17 C 2.5865 -0.5841 -4.7292
18 C -1.4843 -4.7712 -0.7343
19 C -2.8771 0.9737 1.1262
20 C 3.3897 0.0770 -5.6567
21 C 0.8851 -4.8035 -0.7651
22 C 1.5628 -2.2114 5.3735
23 C 2.0014 -0.7240 -7.4446
24 C 1.2195 -1.4140 -6.5300
25 C 1.5077 -1.3440 -5.1768
26 C 0.9439 -2.8536 0.5705
27 C 2.7489 -1.7694 5.9251
28 C 1.1987 0.2204 2.4342
29 C 3.0880 0.0199 -7.0070
30 C 2.1682 -0.2147 -2.2570
31 C -2.4892 2.4395 1.0609
32 C 3.4148 -0.6759 5.3819
33 C -0.2712 -4.7368 1.3166
34 C -1.0171 2.7204 1.2945
35 C 1.0233 -1.5732 4.2597
36 C 2.9395 -0.5092 -3.3030
37 C 2.8763 -0.0462 4.2754
38 H -1.4715 -2.4096 1.5980
39 H -0.7022 2.2486 2.2244
40 H 4.3327 -0.3160 5.8237
41 H -3.9660 0.8884 1.1528
42 H -2.3843 -4.4217 -1.2453
43 H 4.2446 0.6482 -5.3169
44 H -2.4703 0.5175 2.0290
45 H 1.2222 1.3103 2.6245
46 H -0.8587 3.7981 1.3838
47 H 3.1591 -0.3466 1.6143
48 H 3.7039 -0.3620 -0.7283
49 H 0.3884 -2.0157 -6.8715
50 H 3.1535 -2.2736 6.7921
51 H 3.7066 0.5491 -7.7184
52 H -2.6448 0.6706 -0.8893
53 H -1.4971 -5.8610 -0.7136
54 H -0.3932 -1.3960 3.0548
55 H -0.4105 2.6156 -0.6684
56 H -0.2513 -4.3379 2.3318
57 H 0.9657 -2.4603 1.5843
58 H 0.7934 2.3879 0.3832
59 H -2.8111 2.8708 0.1049
60 H 1.8286 -2.5229 0.0250
61 H 1.7738 -0.7786 -8.5002
62 H -3.0583 2.9677 1.8280
63 H 3.9826 -0.6924 -3.0551
64 H 0.6173 -2.5407 -2.0222
65 H -2.7984 -0.6965 -0.0488
66 H -1.1604 -2.4982 -2.0198
67 H -2.3486 -2.5019 0.0410
68 H 0.8708 -5.8937 -0.7482
69 H 3.3774 0.8243 3.8629
70 H 1.0234 -3.0482 5.7957
71 H 0.9106 -1.9051 -4.4702
72 H 1.7787 -4.4730 -1.2996
73 H -0.2897 -5.8261 1.3572



Record 3
Entry from the OMol25 dataset: C25H36GdNO2 as an isolated structure (ωB97M-V/def2-TZVPD).

Values from the calculation:
E_LUMO (alpha / beta): -0.03195 / 0.00640 hartree
E: -52926.469 eV
energy above the lowest of the compared OMol25 structures with the same formula, charge and spin: 38.0 kJ/mol
frontier orbital gap (alpha / beta): 5.2 / 6.3 eV
2S+1: 8
<S²>: 15.864

Cartesian coordinates (Å):
1 Gd -0.1185 -0.1510 0.2228
2 O -3.9529 -5.3625 2.3726
3 O -0.9661 -1.9336 1.7019
4 N 1.6004 1.5160 1.1002
5 C -1.4012 1.9970 1.0253
6 C -4.4513 -7.3574 3.1533
7 C 2.4611 2.8534 -0.8765
8 C 2.8842 2.4313 2.7608
9 C -1.0018 2.2893 -0.3099
10 C 2.1188 -0.4903 -1.2347
11 C -3.2762 -6.4060 3.1628
12 C -5.1120 -6.2496 2.2982
13 C 0.5504 -2.1797 -1.3069
14 C -2.0071 -4.0032 1.2581
15 C -2.0507 -2.5431 0.9238
16 C -2.4767 0.5132 -0.3827
17 C -1.6615 1.3765 -1.1811
18 C 2.4309 2.4814 0.5435
19 C -2.3050 0.8941 0.9901
20 C 1.1951 0.6373 3.4476
21 C 1.8085 -1.7883 -0.7473
22 C -6.3015 -5.6627 3.0235
23 C 1.0628 -0.0726 -2.1031
24 C -0.3022 -2.9223 2.5581
25 C 1.8584 1.5079 2.4547
26 C -5.4550 -6.7253 0.9009
27 C -1.2666 -4.0840 2.6110
28 C 3.2473 3.0515 1.5509
29 C 0.0870 -1.1148 -2.1432
30 H 1.8207 -0.2487 3.6517
31 H -4.9418 -7.4521 4.1345
32 H -2.7954 0.4433 1.8563
33 H 0.6442 -3.2210 2.0905
34 H -1.4953 -4.5881 0.4862
35 H -4.5931 -7.1926 0.3958
36 H -0.3776 3.1320 -0.6140
37 H 2.9667 2.0894 -1.4841
38 H 0.1839 0.3061 3.1551
39 H -3.0324 -4.3442 1.2616
40 H -1.1197 2.5719 1.9126
41 H -0.1127 -2.4186 3.5060
42 H -6.0285 -5.3938 4.0569
43 H -0.8254 -1.1185 -2.7413
44 H -2.9930 -2.0731 1.2330
45 H -2.3853 -6.7944 2.6390
46 H -3.1446 -0.2683 -0.7543
47 H 1.1101 1.1983 4.3921
48 H -0.7857 -5.0478 2.7936
49 H -1.9183 -2.3834 -0.1582
50 H 3.0471 0.0525 -1.0484
51 H -7.0838 -6.4362 3.0677
52 H -6.6891 -4.7842 2.4899
53 H 2.4582 -2.4035 -0.1197
54 H -4.2456 -8.3062 2.6375
55 H 3.0244 3.7922 -0.9920
56 H 3.9910 3.8180 1.3780
57 H 3.2781 2.5936 3.7554
58 H 1.4489 3.0123 -1.2712
59 H -3.0374 -6.0432 4.1762
60 H -5.8560 -5.9007 0.2951
61 H -1.9641 -3.9272 3.4440
62 H -1.5890 1.3752 -2.2720
63 H -6.2396 -7.4953 0.9959
64 H 1.0499 0.8468 -2.6942
65 H 0.0769 -3.1566 -1.1863